1.
An isolated molecule of C5H5PS in a non-equilibrium geometry, computed with ωB97M-V with the def2-TZVPD basis set.

Geometry as ORCA input:
```
! wB97M-V def2-TZVPD RIJCOSX def2/J DEFGRID3
* xyz 0 1
C 2.37 -0.63 0.73
C 1.44 -0.27 0.09
C 0.14 0.28 -0.43
C -0.52 1.40 0.45
P -2.15 1.53 0.25
S -2.46 -0.24 -0.87
C -0.85 -0.90 -0.35
H 3.08 -1.16 1.28
H 0.44 0.82 -1.38
H 0.00 2.21 0.81
H -0.43 -1.70 -1.12
H -1.05 -1.33 0.54
*
```

Calculated values
SMILES string = C#C[C@@H]1C=PSC1
HOMO energy = -8.739 eV
energy relative to the best compared isomer or geometry (same formula, charge and spin) = 31.8 kcal per mole

2.
An isolated molecule of C4H6O2, computed with ωB97M-V with the def2-TZVPD basis set.

Geometry as ORCA input:
```
! wB97M-V def2-TZVPD RIJCOSX def2/J DEFGRID3
* xyz 0 1
C 1.61 0.36 -0.80
C 0.43 0.58 0.17
O 0.15 1.74 0.39
C -0.56 -0.43 0.81
C -1.74 -0.63 -0.14
O -2.17 -1.70 -0.47
H 1.26 0.00 -1.77
H 2.43 -0.28 -0.46
H 2.01 1.37 -0.96
H -0.24 -1.40 1.20
H -0.97 0.16 1.65
H -2.19 0.32 -0.49
*
```

Calculated values
SMILES string = CC(=O)CC=O
HOMO energy = -9.937 eV
energy relative to the best compared isomer or geometry (same formula, charge and spin) = 25.7 kcal per mole

3.
A structure of composition C17H54LiN22O19 in a non-equilibrium geometry, computed with ωB97M-V with the def2-TZVPD basis set.

Geometry as ORCA input:
```
! wB97M-V def2-TZVPD RIJCOSX def2/J DEFGRID3
* xyz -2 2
Li -15.70 -9.81 25.57
C -13.68 -13.29 25.17
C -12.29 -13.39 25.16
C -11.41 -12.21 24.86
O -10.14 -12.19 24.48
C -11.98 -10.98 24.60
C -13.38 -10.71 24.70
C -14.36 -11.98 25.01
O -15.58 -11.75 24.96
O -13.80 -9.57 24.57
O -11.80 -14.59 25.42
H -14.34 -14.14 25.30
H -11.47 -10.04 24.47
C -11.42 -16.34 21.64
O -10.27 -16.05 21.57
N -12.12 -16.23 22.73
N -12.08 -16.74 20.59
H -13.09 -16.51 22.75
H -11.73 -15.70 23.49
H -12.99 -17.17 20.74
H -11.54 -16.94 19.76
C -16.18 -6.55 25.58
O -15.98 -7.63 25.11
N -16.97 -5.63 25.08
N -15.53 -6.33 26.67
H -17.18 -4.87 25.71
H -17.53 -5.91 24.29
H -15.61 -5.42 27.09
H -14.82 -7.01 26.91
C -17.47 -12.76 28.57
O -18.29 -11.98 29.01
N -17.23 -13.84 29.17
N -16.92 -12.65 27.46
H -16.65 -14.58 28.82
H -17.82 -14.06 29.96
H -17.18 -11.83 26.93
H -16.01 -13.06 27.26
C -9.86 -17.27 27.06
O -9.51 -18.40 27.14
N -9.61 -16.51 26.05
N -10.40 -16.69 28.07
H -10.24 -15.80 25.72
H -9.14 -16.99 25.30
H -10.90 -17.21 28.77
H -10.57 -15.69 28.10
C -18.12 -13.32 23.23
O -18.94 -14.10 22.84
N -16.88 -13.55 23.44
N -18.34 -12.06 23.39
H -16.68 -14.54 23.52
H -16.31 -12.86 23.91
H -19.28 -11.70 23.32
H -17.49 -11.53 23.55
C -10.71 -10.36 20.95
O -11.08 -10.18 19.83
N -10.22 -11.49 21.29
N -10.87 -9.55 21.91
H -10.05 -12.20 20.60
H -9.97 -11.66 22.26
H -11.11 -8.58 21.78
H -10.81 -9.93 22.85
C -13.55 -18.51 25.93
O -12.56 -19.08 26.30
N -13.64 -17.21 25.82
N -14.67 -19.09 25.56
H -14.53 -16.73 25.77
H -12.76 -16.71 25.88
H -14.93 -20.00 25.93
H -15.32 -18.53 25.03
C -13.70 -5.91 23.09
O -13.53 -4.72 23.09
N -14.39 -6.61 22.18
N -13.15 -6.74 23.91
H -14.36 -7.62 22.10
H -14.82 -6.16 21.39
H -12.49 -6.42 24.61
H -13.49 -7.69 23.88
C -8.40 -8.66 24.44
O -8.20 -7.48 24.72
N -8.00 -9.19 23.34
N -9.01 -9.42 25.28
H -8.01 -10.20 23.34
H -7.38 -8.77 22.67
H -9.25 -8.96 26.15
H -9.37 -10.33 25.06
C -11.48 -7.04 26.65
O -11.41 -5.98 25.98
N -12.44 -7.92 26.50
N -10.47 -7.50 27.35
H -12.38 -8.78 27.02
H -13.20 -7.80 25.84
H -10.38 -8.39 27.82
H -9.65 -6.92 27.22
C -17.33 -16.26 25.35
O -16.18 -16.40 24.99
N -18.31 -17.08 25.22
N -17.68 -15.14 25.92
H -19.17 -16.64 25.51
H -18.12 -18.00 24.85
H -18.61 -14.92 26.24
H -16.87 -14.55 26.08
O -14.63 -9.45 21.84
H -15.57 -9.44 22.00
H -14.25 -9.82 22.64
O -7.93 -12.96 26.30
H -8.33 -13.41 27.04
H -8.67 -12.67 25.76
O -7.06 -14.20 24.08
H -6.41 -14.38 24.76
H -7.76 -13.73 24.54
O -12.99 -14.56 28.15
H -13.03 -14.26 27.24
H -13.48 -15.38 28.17
*
```

Calculated values
HOMO energy (spin up / spin down) = -1.053 / -2.773 eV

DFT total energy / eV: -25386.7765; -8339.3449; -90405.2231